# 1
27
Properties=species:S:1:pos:R:3:mulliken_spin:R:1 method="wB97M-V/def2-TZVPD" s2=0.754 spin_multiplicity=2 homo_lumo_gap_ev="13.84 / 8.32" charge=+2 e_homo_ev="-20.50 / -20.74" e_above_lowest_kj_mol=60.8 lumo_energy_ha="-0.24488 / -0.45629"
N 1.447 -0.275 -0.171 0.74
N -1.192 0.189 0.766 0.05
C -1.579 -1.091 1.447 0.00
C 1.386 1.026 -2.261 0.01
C 1.784 -1.481 0.567 0.02
C -0.970 1.348 1.676 0.00
C 1.394 -0.363 -1.636 0.01
C -2.074 0.510 -0.390 0.00
H -1.893 1.543 2.221 0.00
H -2.160 -0.335 -1.066 0.00
H 1.736 -1.303 1.639 0.01
H 2.829 -1.739 0.331 0.07
H 2.380 1.468 -2.318 0.00
H 0.469 -0.881 -1.915 0.03
H 0.696 1.707 -1.767 0.00
H -0.162 1.129 2.374 0.00
H 1.958 0.562 0.142 -0.02
H -2.494 -0.947 2.022 0.00
H -3.041 0.836 -0.009 0.00
H -0.649 2.213 1.102 0.00
H 2.303 -0.891 -1.952 0.06
H -0.791 -1.384 2.138 0.00
H -0.240 -0.043 0.404 0.00
H -1.656 1.367 -0.918 0.00
H -1.688 -1.842 0.673 0.00
H 1.148 -2.286 0.203 0.01
H 1.061 0.962 -3.301 0.00



# 2
35
Properties=species:S:1:pos:R:3:lowdin_charge:R:1 method="wB97M-V/def2-TZVPD" homo_lumo_gap_ev="5.59 / 5.58" charge=-1 e_homo_ev="-4.05 / -4.05" e_above_lowest_kj_mol=171.6 lumo_energy_ha="0.05627 / 0.05595"
Sb -2.296 0.597 2.577 -0.26
Pd -0.576 0.245 0.523 0.24
S -2.840 -1.516 3.257 -0.26
S -2.866 0.736 0.226 -0.04
S -3.222 2.361 3.664 -0.31
S 0.105 0.876 2.690 -0.05
P -0.260 -2.467 -0.335 0.52
O 0.232 -1.218 -1.060 -0.46
N -0.440 2.936 -0.158 -0.04
N 1.756 1.050 -0.019 -0.05
C 0.510 -3.918 -1.101 -0.20
C 0.260 3.646 -1.210 -0.30
C 1.742 3.296 -1.149 -0.21
C 2.047 1.798 -1.248 -0.26
C -2.016 -2.779 -0.398 -0.20
C 0.245 -2.686 1.376 -0.22
H 0.286 -3.757 1.589 0.05
H 2.168 3.681 -0.214 0.11
H 0.137 4.737 -1.182 0.10
H 1.227 -2.240 1.527 0.05
H 2.142 1.495 0.804 0.04
H -0.134 3.304 -2.171 0.11
H 3.098 1.683 -1.529 0.10
H -2.535 -2.160 0.334 -0.03
H -0.144 3.217 0.771 0.05
H -2.388 -2.556 -1.398 0.06
H 1.447 1.359 -2.050 0.11
H 0.277 -3.947 -2.167 0.05
H -0.474 -2.231 2.062 -0.04
H 2.136 0.113 -0.078 0.06
H -1.446 3.040 -0.202 0.02
H 2.252 3.805 -1.971 0.10
H -2.187 -3.831 -0.154 0.06
H 0.165 -4.837 -0.626 0.05
H 1.591 -3.832 -0.980 0.05



# 3
30
Properties=species:S:1:pos:R:3:lowdin_charge:R:1 method="wB97M-V/def2-TZVPD" homo_lumo_gap_ev=10.27 charge=+1 e_homo_ev=-13.00 lumo_energy_ha=-0.10012
P 1.227 -1.293 -0.512 1.00
O -1.146 -0.236 -1.257 -0.18
N 1.748 0.698 -0.245 -0.24
N 2.739 -1.507 0.189 -0.27
N 0.619 -1.895 0.881 -0.13
C -2.928 -1.222 0.306 -0.09
C 3.783 -0.579 -0.364 -0.25
C 0.926 1.420 0.686 -0.11
C 3.235 0.753 0.050 -0.19
C -3.236 1.010 -0.665 -0.05
C -2.596 -0.381 -0.990 -0.38
H 3.003 -2.439 0.251 0.06
H -4.104 1.251 -1.276 0.08
H -2.313 -0.901 1.186 0.08
H -0.966 -0.785 -2.038 0.06
H 1.737 0.982 -1.206 0.12
H 3.839 1.578 -0.540 0.16
H 3.364 0.982 1.215 0.17
H -2.665 -2.272 0.286 0.05
H -0.111 1.321 0.365 0.05
H -4.079 -1.158 0.481 0.12
H 0.981 0.922 1.786 0.14
H -3.144 -0.863 -1.806 0.14
H 4.840 -0.885 0.063 0.16
H 3.827 -0.775 -1.483 0.12
H -0.393 -2.162 0.931 0.06
H -2.501 1.779 -0.821 0.06
H -3.573 1.036 0.380 0.07
H 1.120 -1.750 1.706 0.04
H 1.115 2.609 0.804 0.15



# 4
34
Properties=species:S:1:pos:R:3:mulliken_spin:R:1 method="wB97M-V/def2-TZVPD" s2=0.773 spin_multiplicity=2 homo_lumo_gap_ev="6.73 / 3.23" charge=+3 e_homo_ev="-18.94 / -18.94" lumo_energy_ha="-0.44877 / -0.57742"
Sn -0.086 1.715 1.347 0.00
O 1.041 0.591 -1.103 0.00
O -0.889 2.857 -1.159 -0.06
O 1.440 -0.675 1.660 0.00
N 1.785 -0.792 -2.727 0.00
N -0.948 3.963 -3.083 0.62
N -0.431 -0.664 -2.286 0.01
N -1.117 -0.619 3.466 0.00
N -2.539 2.671 -2.720 0.53
C -1.447 3.165 -2.212 -0.03
C 2.851 -0.554 1.514 0.00
C -0.500 -1.744 2.829 0.00
C 0.792 -0.196 -2.025 0.00
C 1.024 -1.569 2.720 0.00
C -1.148 -2.010 1.513 0.00
H -2.109 -0.702 3.294 0.00
H 1.549 -1.375 -3.517 0.00
H -0.311 -1.487 -2.858 0.00
H 1.555 -1.376 3.651 0.00
H -1.333 4.351 -3.933 -0.02
H -1.172 -3.089 1.360 0.00
H 3.294 -0.286 2.473 0.00
H -2.124 -1.540 1.402 0.00
H -3.038 1.951 -2.218 -0.02
H -0.441 -1.627 0.776 0.00
H 1.302 -2.597 2.486 0.00
H -1.068 -0.611 4.475 0.00
H -1.212 -0.497 -1.668 0.00
H -0.031 4.343 -2.898 -0.02
H -2.897 3.011 -3.601 -0.02
H 3.171 0.085 0.692 0.00
H 3.073 -1.611 1.365 0.00
H -0.746 -2.595 3.464 0.00
H 2.715 -0.487 -2.477 0.00



# 5
29
Properties=species:S:1:pos:R:3:mulliken_spin:R:1 method="wB97M-V/def2-TZVPD" s2=0.754 spin_multiplicity=2 homo_lumo_gap_ev="10.26 / 4.97" charge=+1 e_homo_ev="-12.97 / -12.93" e_above_lowest_kj_mol=73.4 lumo_energy_ha="-0.09972 / -0.29258"
S -0.136 0.400 -2.525 0.01
O -2.772 -1.914 -0.769 0.01
O -2.548 2.034 -0.297 0.00
N 0.747 -0.612 1.220 0.78
C 0.707 1.512 -1.220 -0.01
C 2.331 -0.521 -0.780 0.00
C -1.159 -0.056 2.587 0.01
C 1.998 0.966 -0.692 0.01
C -0.568 -1.194 1.564 0.00
C 1.392 -1.371 0.072 0.03
H 0.630 0.382 1.030 -0.01
H 2.794 1.591 -1.141 0.00
H -1.152 -1.073 0.632 0.05
H 2.348 -0.806 -1.827 0.00
H -0.823 0.955 2.358 0.00
H -2.922 -1.033 -1.128 0.00
H 0.872 0.380 -3.327 0.00
H -0.557 -2.153 2.077 0.02
H 2.127 1.169 0.381 0.00
H -0.568 -0.401 3.444 0.00
H 3.403 -0.616 -0.498 0.00
H -0.079 1.593 -0.441 0.01
H -2.241 -0.130 2.673 0.00
H -2.929 1.652 -1.092 0.00
H 0.742 2.471 -1.750 0.00
H -2.130 2.872 -0.486 0.00
H -1.986 -1.960 -0.238 0.00
H 1.857 -2.201 0.651 0.04
H 0.622 -1.936 -0.480 0.04



# 6
29
Properties=species:S:1:pos:R:3:lowdin_charge:R:1 method="wB97M-V/def2-TZVPD" homo_lumo_gap_ev=10.30 charge=0 e_homo_ev=-9.73 e_above_lowest_kj_mol=402.2 lumo_energy_ha=0.02099 smiles=CC[C@@H](C)[C@@H](N)CO.O.O
O 1.188 -3.445 -1.276 -0.08
O -2.120 -1.711 2.888 0.01
O 2.174 -0.919 -1.780 -0.11
N -0.503 1.562 -1.968 0.03
C -0.665 0.293 0.246 -0.34
C 0.030 0.362 -1.200 -0.31
C 1.295 0.635 1.987 -0.11
C 1.552 0.183 -1.062 -0.18
C -2.169 0.564 -0.079 -0.08
C 0.082 1.255 1.230 -0.22
H 2.208 1.062 -1.399 0.15
H 1.087 0.468 3.039 0.06
H 0.290 2.156 0.430 0.14
H -2.790 -1.461 2.388 -0.07
H 1.942 -0.219 -0.049 0.12
H 0.612 -3.503 -1.920 -0.10
H -2.565 1.626 0.229 0.12
H -0.066 1.704 -2.846 0.05
H -2.740 -0.300 0.407 0.07
H -0.256 2.430 -1.568 0.04
H 1.394 -0.434 1.577 0.09
H -2.384 0.178 -1.043 0.04
H 2.209 -0.719 -2.700 0.08
H 1.555 -2.515 -1.725 0.09
H -0.536 1.744 2.011 0.10
H -0.505 -0.717 0.483 0.10
H -1.942 -1.180 3.679 0.06
H -0.471 -0.525 -1.837 0.18
H 2.094 1.425 1.858 0.09



# 7
35
Properties=species:S:1:pos:R:3:mulliken_spin:R:1 method="wB97M-V/def2-TZVPD" s2=3.752 spin_multiplicity=4 homo_lumo_gap_ev="4.39 / 8.33" charge=0 e_homo_ev="-4.14 / -8.16" e_above_lowest_kj_mol=105.7 lumo_energy_ha="0.00918 / 0.00610"
Ti 0.876 0.744 -0.893 3.11
Cl 2.719 -0.675 0.838 0.01
S -2.370 -0.648 0.927 0.00
O 2.682 1.950 -1.719 -0.07
O -2.074 -2.172 1.665 0.00
O -3.593 -0.755 0.111 0.00
O 0.846 -0.995 -2.487 0.01
O -1.199 -0.060 0.264 -0.11
O -0.368 2.822 -0.514 0.00
C -0.792 -2.506 2.070 0.01
C 2.546 3.294 -2.276 -0.02
C 1.526 -2.279 -2.468 0.03
C -0.174 -3.466 1.117 -0.01
C -2.803 0.257 2.521 0.01
C -0.681 3.057 0.862 0.00
H 3.599 1.674 -1.794 0.01
H -3.291 -0.490 3.147 0.00
H -0.808 -4.308 0.840 0.00
H 3.167 4.072 -1.833 0.00
H -0.027 -3.026 0.130 0.01
H 1.549 3.574 -1.937 0.01
H 0.819 -3.789 1.431 0.00
H 1.447 -2.789 -3.428 0.00
H -1.873 0.604 2.973 0.00
H 2.559 3.353 -3.364 -0.01
H -0.535 4.116 1.072 0.00
H 0.106 2.577 1.444 0.01
H -0.083 -1.115 -2.697 0.00
H 2.566 -2.131 -2.175 -0.01
H -0.129 -1.688 2.349 0.00
H 0.994 -2.939 -1.784 0.00
H -1.190 3.102 -0.923 0.00
H -0.915 -3.069 2.996 0.00
H -1.622 2.602 1.171 0.01
H -3.472 1.103 2.365 0.00